[1]
{"formula": "C5H9AlF6NNaO8S3", "method": "ωB97M-V with the def2-TZVPD basis set", "elements": ["Na", "Al", "C", "F", "F", "F", "S", "O", "O", "N", "S", "O", "O", "C", "F", "F", "F", "O", "H", "O", "S", "O", "O", "C", "C", "C", "H", "H", "H", "H", "H", "H", "H", "H"], "positions_angstrom": [[-26.788, 18.643, 31.826], [-29.452, 17.909, 35.603], [-27.485, 21.448, 30.360], [-26.826, 21.769, 31.468], [-28.264, 20.372, 30.585], [-28.175, 22.447, 29.933], [-26.233, 20.974, 29.080], [-26.935, 20.809, 27.859], [-25.225, 21.974, 29.051], [-25.637, 19.548, 29.843], [-24.440, 18.979, 28.920], [-24.807, 18.414, 27.675], [-23.351, 19.899, 28.930], [-23.894, 17.564, 29.983], [-23.539, 18.055, 31.176], [-24.861, 16.671, 30.099], [-22.812, 17.110, 29.436], [-28.574, 19.056, 33.266], [-28.880, 19.816, 32.752], [-31.570, 19.156, 34.063], [-32.611, 19.641, 33.187], [-33.939, 19.388, 33.602], [-32.348, 21.177, 33.051], [-33.472, 21.994, 32.593], [-33.057, 23.447, 32.771], [-32.239, 19.040, 31.545], [-34.409, 21.794, 33.107], [-33.619, 21.789, 31.529], [-32.719, 23.623, 33.792], [-33.933, 24.084, 32.663], [-32.269, 23.665, 32.055], [-32.812, 18.118, 31.494], [-31.158, 18.974, 31.511], [-32.544, 19.792, 30.822]], "charge": 2, "homo_lumo_gap_ev": 2.33, "multiplicity": 1}



[2]
{"formula": "C5H9B", "method": "ωB97M-V with the def2-TZVPD basis set", "elements": ["B", "C", "C", "C", "C", "C", "H", "H", "H", "H", "H", "H", "H", "H", "H"], "positions_angstrom": [[-1.077, 0.126, 0.052], [2.655, 1.257, 0.628], [2.275, 0.865, -0.541], [-0.450, -0.866, -0.681], [-0.709, -2.295, -1.058], [-1.557, 1.375, 0.820], [2.159, 0.945, 1.536], [3.492, 1.921, 0.785], [0.508, -0.497, -1.075], [-0.881, -2.384, -2.134], [-1.581, -2.686, -0.535], [0.153, -2.915, -0.804], [-0.942, 2.219, 0.504], [-1.457, 1.291, 1.901], [-2.588, 1.644, 0.600]], "charge": 0, "homo_lumo_gap_ev": 7.48, "multiplicity": 1}



[3]
{"formula": "C5H9BO2S", "method": "ωB97M-V with the def2-TZVPD basis set", "elements": ["B", "C", "C", "C", "C", "C", "O", "O", "S", "H", "H", "H", "H", "H", "H", "H", "H", "H"], "positions_angstrom": [[0.066, 0.974, -0.013], [-0.539, -1.634, -0.124], [-1.860, -1.281, -0.208], [-1.466, 1.463, 0.525], [0.407, -0.678, 0.263], [1.837, -1.056, 0.430], [0.108, 1.101, -1.572], [1.111, 1.907, 0.483], [-2.661, 0.086, 0.154], [-0.230, -2.658, -0.373], [-2.584, -2.044, -0.483], [-1.647, 1.537, 1.597], [-1.898, 2.327, 0.149], [2.291, -0.377, 1.179], [2.402, -0.798, -0.384], [2.032, -2.086, 0.606], [0.968, 1.012, -2.021], [1.664, 2.203, -0.208]], "charge": 0, "homo_lumo_gap_ev": 8.03, "multiplicity": 1}



[4]
{"formula": "C5H9BO3", "method": "ωB97M-V with the def2-TZVPD basis set", "elements": ["B", "C", "C", "C", "C", "C", "O", "O", "O", "H", "H", "H", "H", "H", "H", "H", "H", "H"], "positions_angstrom": [[0.189, -0.028, -1.321], [-1.367, 1.089, 1.459], [-0.001, 0.738, 1.706], [-2.348, 0.285, 0.964], [1.097, -0.385, -0.134], [2.384, -1.146, -0.155], [0.887, 0.022, 1.094], [-0.752, 1.015, -1.358], [0.370, -0.879, -2.373], [-1.586, 1.930, 1.970], [0.457, 0.776, 2.721], [-3.392, 0.517, 0.960], [-2.107, -0.585, 0.472], [3.246, -0.512, -0.056], [2.528, -1.637, -1.012], [2.452, -1.931, 0.670], [-0.859, 1.464, -2.146], [-0.377, -1.151, -2.956]], "charge": 0, "homo_lumo_gap_ev": [7.24, 7.54], "multiplicity": 1}



[5]
{"formula": "C5H9Br2Cl", "method": "ωB97M-V with the def2-TZVPD basis set", "elements": ["C", "C", "C", "Br", "C", "Br", "C", "Cl", "H", "H", "H", "H", "H", "H", "H", "H", "H"], "positions_angstrom": [[-0.909, -1.735, 0.164], [0.050, -0.612, 0.393], [-0.312, 0.209, 1.528], [1.903, -1.380, 0.493], [0.228, 0.339, -0.954], [-1.715, 0.937, -1.361], [1.053, 1.597, -0.880], [1.327, 2.148, -2.518], [-0.555, -2.303, -0.573], [-0.859, -2.404, 1.024], [-2.041, -1.517, -0.003], [0.577, 0.789, 1.767], [-0.824, -0.250, 2.414], [-0.989, 0.891, 1.031], [0.531, -0.318, -1.852], [0.565, 2.287, -0.161], [1.968, 1.321, -0.511]], "charge": 0, "homo_lumo_gap_ev": 10.72, "multiplicity": 1, "smiles": "CC(C)(Br)[C@@H](Br)CCl"}



[6]
{"formula": "C5H9BrN2", "method": "ωB97M-V with the def2-TZVPD basis set", "elements": ["C", "C", "C", "C", "N", "Br", "C", "N", "H", "H", "H", "H", "H", "H", "H", "H", "H"], "positions_angstrom": [[0.243, -1.503, 0.088], [0.028, 0.071, 0.135], [1.248, 0.553, 0.821], [-1.327, 0.387, 0.805], [0.076, 0.624, -1.197], [-0.099, 2.520, -1.437], [-0.449, -0.054, -2.228], [-0.831, -0.642, -3.143], [-0.654, -2.102, -0.296], [1.304, -1.632, -0.353], [0.365, -1.759, 1.227], [1.405, 1.526, 1.404], [2.115, 0.743, 0.118], [1.638, -0.379, 1.395], [-1.361, 1.430, 1.046], [-2.017, 0.314, -0.034], [-1.684, -0.095, 1.650]], "charge": 0, "homo_lumo_gap_ev": 8.96, "multiplicity": 1, "smiles": "CC(C)(C)N(Br)C#N"}



[7]
{"formula": "C5H9BrN3", "method": "ωB97M-V with the def2-TZVPD basis set", "elements": ["C", "C", "C", "C", "C", "N", "N", "N", "Br", "H", "H", "H", "H", "H", "H", "H", "H", "H"], "positions_angstrom": [[1.989, -0.491, -0.360], [-1.211, 0.909, 0.003], [1.405, 0.761, 0.119], [0.098, 0.838, 0.829], [-2.036, -0.377, 0.002], [1.396, -1.621, -0.340], [-1.372, 1.977, -0.577], [-1.349, -1.439, 0.073], [-4.004, -0.201, 0.070], [2.963, -0.234, -0.785], [2.384, 1.113, 0.568], [1.461, 1.507, -0.753], [-0.065, 1.756, 1.511], [-0.038, -0.065, 1.542], [-2.213, 2.167, -1.249], [0.419, -1.815, 0.058], [-1.666, -2.404, 0.125], [1.838, -2.380, -0.836]], "s2": 2.014, "charge": 1, "homo_lumo_gap_ev": [5.95, 6.49], "multiplicity": 3}



[8]
{"formula": "C5H9Cl", "method": "ωB97M-V with the def2-TZVPD basis set", "elements": ["C", "C", "C", "C", "C", "Cl", "H", "H", "H", "H", "H", "H", "H", "H", "H"], "positions_angstrom": [[-1.881, -0.020, -0.573], [-0.465, -0.108, -0.089], [-0.229, -1.427, 0.675], [0.481, 0.835, -0.301], [1.994, 0.822, 0.125], [0.202, 2.461, -0.809], [-2.162, 0.991, -0.803], [-2.002, -0.445, -1.570], [-2.684, -0.495, 0.026], [0.900, -1.638, 0.576], [-0.448, -1.298, 1.771], [-0.835, -2.233, 0.303], [2.514, 1.486, -0.559], [2.177, 1.241, 1.151], [2.437, -0.173, 0.076]], "charge": 0, "homo_lumo_gap_ev": 9.74, "multiplicity": 1, "smiles": "CC(C)=C(C)Cl"}



The following ΔE to the lowest compared entry with this formula, charge and spin values (in kJ/mol) correspond, in order, to the records above: 0.00, 472.89, 133.29, 325.58, 0.00, 62.41, 28.63, 71.19.